Molecular formula: C61H69N10OP2Si2Y
Method: DFT, ωB97M-V/def2-TZVPD

largest force on an atom	0.0294	hartree/bohr
charge	0
HOMO level	-6.9	eV
energy	-116711.4051	eV
energy above the lowest of the compared OMol25 structures with the same formula, charge and spin	76.4	kJ/mol

Geometry (Å):
Y1 -0.535 -0.490 -0.514
C1 -4.575 2.707 0.037
Si1 -3.440 1.813 1.268
C2 -3.437 2.856 2.842
C3 -4.293 0.210 1.742
N1 -1.874 1.476 0.615
P1 -0.565 2.409 0.562
C4 0.673 1.564 -0.306
P2 2.027 1.116 0.657
N2 1.857 -0.312 1.367
Si2 2.754 -1.421 2.317
C5 4.436 -2.000 1.649
C6 3.103 -0.902 4.099
C7 1.750 -3.001 2.458
C8 2.676 2.518 1.672
C9 3.100 2.392 2.985
C10 3.714 3.457 3.637
C11 3.909 4.658 2.975
C12 3.485 4.796 1.658
C13 2.874 3.735 1.013
C14 3.527 1.202 -0.419
C15 3.506 1.791 -1.675
C16 4.684 1.990 -2.384
C17 5.900 1.594 -1.847
C18 5.938 1.031 -0.578
C19 4.761 0.858 0.132
C20 -0.880 3.973 -0.369
C21 -1.955 4.811 -0.066
C22 -2.205 5.951 -0.815
C23 -1.380 6.278 -1.883
C24 -0.298 5.465 -2.188
C25 -0.052 4.323 -1.433
C26 -0.287 3.015 2.270
C27 -0.156 4.348 2.637
C28 -0.084 4.701 3.979
C29 -0.135 3.728 4.964
C30 -0.242 2.390 4.607
C31 -0.319 2.038 3.270
H1 -5.277 1.989 -0.395
H2 -4.020 3.172 -0.781
H3 -5.159 3.489 0.535
H4 -4.472 3.059 3.137
H5 -2.924 3.815 2.737
H6 -2.951 2.318 3.661
H7 -5.078 0.408 2.481
H8 -3.594 -0.513 2.175
H9 -4.764 -0.249 0.869
H10 4.597 -3.040 1.949
H11 4.494 -1.948 0.557
H12 5.268 -1.412 2.048
H13 2.217 -0.469 4.578
H14 3.396 -1.785 4.676
H15 3.925 -0.185 4.172
H16 2.378 -3.834 2.795
H17 0.929 -2.895 3.171
H18 1.338 -3.247 1.480
H19 2.937 1.458 3.503
H20 4.032 3.347 4.667
H21 4.378 5.492 3.487
H22 3.634 5.734 1.135
H23 2.556 3.836 -0.019
H24 2.552 2.114 -2.080
H25 4.654 2.459 -3.361
H26 6.816 1.735 -2.409
H27 6.886 0.748 -0.134
H28 4.795 0.484 1.147
H29 -2.605 4.568 0.767
H30 -3.048 6.585 -0.566
H31 -1.574 7.171 -2.466
H32 0.361 5.723 -3.009
H33 0.800 3.685 -1.643
H34 -0.113 5.118 1.877
H35 0.016 5.744 4.256
H36 -0.075 4.008 6.009
H37 -0.258 1.627 5.377
H38 -0.405 0.998 2.977
C32 -1.701 -0.488 -4.338
N3 -1.210 0.399 -3.289
C33 -0.095 1.219 -3.732
C34 1.136 0.381 -3.653
N4 1.384 -0.435 -2.671
C35 2.662 -0.933 -2.915
C36 3.487 -1.736 -2.130
C37 4.731 -2.064 -2.630
C38 5.162 -1.614 -3.888
C39 4.373 -0.786 -4.662
C40 3.131 -0.445 -4.138
N5 2.135 0.410 -4.579
C41 -2.205 -1.803 -3.829
N6 -1.477 -2.641 -3.147
C42 -2.280 -3.760 -2.956
C43 -2.033 -4.948 -2.270
C44 -3.037 -5.899 -2.241
C45 -4.269 -5.683 -2.875
C46 -4.533 -4.506 -3.552
C47 -3.520 -3.557 -3.574
N7 -3.431 -2.299 -4.136
H39 -0.857 -0.724 -4.989
H40 -2.469 -0.011 -4.954
H41 -1.960 0.960 -2.918
H42 0.012 2.055 -3.038
H43 -0.220 1.616 -4.747
H44 3.165 -2.047 -1.143
H45 5.403 -2.667 -2.030
H46 6.144 -1.899 -4.245
H47 4.719 -0.395 -5.611
H48 2.169 0.990 -5.398
H49 -1.095 -5.102 -1.751
H50 -2.872 -6.829 -1.710
H51 -5.029 -6.453 -2.829
H52 -5.493 -4.330 -4.024
H53 -4.197 -1.767 -4.512
C48 -1.586 -3.484 1.462
N8 -1.942 -2.483 0.454
C49 -3.126 -2.594 -0.030
C50 -3.716 -1.644 -0.906
C51 -5.042 -1.618 -1.351
C52 -5.193 -0.407 -2.028
C53 -3.945 0.226 -1.950
N9 -3.043 -0.513 -1.282
C54 -1.870 -3.005 2.871
C55 -2.619 -3.793 3.736
C56 -2.911 -3.357 5.023
C57 -2.460 -2.121 5.455
C58 -1.710 -1.325 4.597
C59 -1.414 -1.767 3.319
H54 -0.532 -3.731 1.353
H55 -2.162 -4.400 1.291
H56 -3.760 -3.436 0.263
H57 -5.786 -2.383 -1.171
H58 -6.090 -0.012 -2.484
H59 -3.718 1.227 -2.304
H60 -2.987 -4.756 3.399
H61 -3.503 -3.982 5.682
H62 -2.692 -1.776 6.455
H63 -1.369 -0.353 4.926
H64 -0.812 -1.150 2.663
C60 2.082 -4.790 -0.887
C61 1.222 -3.696 -1.472
N10 1.021 -3.751 -2.793
O1 0.768 -2.793 -0.761
H65 3.073 -4.755 -1.347
H66 1.640 -5.767 -1.094
H67 2.180 -4.655 0.186
H68 1.314 -4.559 -3.311
H69 0.260 -3.176 -3.151